Formula: C4H10N2
Source: the Open Molecules 2025 dataset
Level of theory: ωB97M-V/def2-TZVPD

XYZ file:
```
16
Properties=species:S:1:pos:R:3:forces:R:3:mulliken_charge:R:1
C -0.717560 0.680594 -1.888479 -0.1749 0.1780 0.2195 -1.10
C -0.906980 -0.616754 -1.129892 1.4118 -1.8580 0.1744 -0.42
C -0.467453 -0.424648 0.354225 -1.4593 -1.2656 -0.5970 -0.61
N 0.934129 -0.089877 0.591735 -2.0240 0.7538 -1.6259 -0.19
C 1.431174 -0.329968 1.871130 -0.6435 -0.0269 -1.3630 0.15
N 1.869247 0.491249 2.706956 -0.1050 -0.8593 1.8169 -0.66
H 0.282093 1.029138 -1.658247 0.3162 0.2186 -0.0572 0.31
H -1.399915 1.439171 -1.491618 -0.0419 0.0233 -0.3492 0.29
H -0.732884 0.647474 -2.980863 -0.4546 -0.2249 0.1984 0.34
H -1.869807 -1.132549 -1.122781 -0.5611 0.9547 0.0057 0.33
H -0.338082 -1.442001 -1.599436 0.4593 0.5378 0.1468 0.28
H -0.725247 -1.306288 0.953783 0.1719 -0.1253 -0.2468 0.37
H -1.251185 0.297679 0.644031 0.8002 0.5284 0.7983 0.18
H 1.051069 0.766537 0.066372 0.9752 0.4609 1.0234 0.19
H 1.360959 -1.436247 1.944807 0.7827 0.4841 0.9603 0.31
H 1.480442 1.426489 2.738276 0.5471 0.2206 -1.1048 0.24
```
Forces are in eV/Å.

- energy above the lowest of the compared OMol25 structures with the same formula, charge and spin (kcal per mole) = 39.09
- energy (eV) = -7288.9244
- SMILES = [H]/N=C\NCCC
- frontier orbital gap (eV) = 10.29
- E_LUMO (eV) = 1.0
- charge = 0